(1)
Molecular formula: C62H68GeN6O3PSSbV
Method: DFT, ωB97M-V/def2-TZVPD

Geometry (Å):
V  0.60  -1.95  0.28
C  3.24  0.25  4.24
C  1.80  -0.13  3.88
C  1.15  -0.83  5.06
C  1.03  1.14  3.53
O  1.77  -1.05  2.75
Ge  3.26  -1.63  1.93
O  1.72  -0.94  -0.33
C  2.67  -0.31  -1.22
C  3.53  0.71  -0.47
C  3.55  -1.42  -1.81
C  1.92  0.36  -2.37
O  2.35  -3.12  1.13
C  3.02  -4.38  0.83
C  2.69  -5.41  1.92
C  4.54  -4.19  0.82
C  2.57  -4.87  -0.55
H  3.23  0.98  5.05
H  3.75  0.71  3.38
H  3.81  -0.62  4.56
H  1.25  -0.22  5.96
H  1.62  -1.80  5.24
H  0.09  -0.99  4.87
H  0.92  1.75  4.42
H  0.04  0.91  3.13
H  1.56  1.72  2.77
H  4.40  0.24  -0.01
H  2.94  1.21  0.30
H  3.88  1.48  -1.16
H  4.09  -1.94  -1.02
H  4.27  -0.97  -2.49
H  2.93  -2.13  -2.35
H  1.33  1.19  -1.98
H  1.26  -0.36  -2.85
H  2.65  0.74  -3.09
H  2.54  -4.90  2.88
H  3.52  -6.10  2.04
H  1.80  -5.99  1.69
H  4.92  -3.99  1.83
H  4.86  -3.38  0.16
H  5.02  -5.11  0.46
H  1.48  -4.78  -0.64
H  2.85  -5.91  -0.68
H  3.04  -4.28  -1.34
N  -2.10  1.91  -2.96
C  -1.36  0.81  -2.79
N  -1.13  0.24  -1.64
C  -1.64  0.82  -0.52
N  -1.53  0.30  0.68
N  -0.88  -0.79  1.04
C  -1.13  -1.20  2.25
C  -0.84  -2.56  2.60
C  -1.25  -3.18  3.77
C  -1.19  -4.56  3.86
C  -0.78  -5.28  2.75
C  -0.35  -4.60  1.63
N  -0.32  -3.27  1.57
C  -2.53  1.96  -0.63
C  -3.20  2.52  0.47
C  -4.06  3.58  0.29
C  -4.26  4.12  -0.99
C  -3.62  3.58  -2.08
C  -2.76  2.50  -1.90
H  -2.23  2.30  -3.89
H  -0.93  0.38  -3.68
H  -1.77  -0.59  2.89
H  -1.63  -2.58  4.59
H  -1.50  -5.07  4.76
H  -0.80  -6.36  2.74
H  -0.05  -5.12  0.73
H  -3.03  2.08  1.44
H  -4.58  4.01  1.13
H  -4.93  4.96  -1.12
H  -3.78  3.98  -3.08
N  -0.33  -2.53  -0.94
P  -1.72  -2.99  -1.68
C  -1.82  -4.79  -1.63
C  -0.75  -5.46  -2.22
C  -0.78  -6.84  -2.32
C  -1.87  -7.55  -1.83
C  -2.93  -6.88  -1.25
C  -2.92  -5.49  -1.15
C  -3.12  -2.28  -0.79
C  -3.42  -2.76  0.48
C  -4.47  -2.22  1.20
C  -5.21  -1.17  0.66
C  -4.92  -0.70  -0.62
C  -3.89  -1.26  -1.35
C  -1.73  -2.60  -3.43
C  -2.92  -2.72  -4.14
C  -2.91  -2.55  -5.51
C  -1.72  -2.27  -6.17
C  -0.53  -2.17  -5.46
C  -0.53  -2.35  -4.09
H  0.09  -4.89  -2.61
H  0.04  -7.36  -2.80
H  -1.90  -8.62  -1.93
H  -3.79  -7.43  -0.89
H  -3.77  -4.97  -0.74
H  -2.85  -3.59  0.89
H  -4.73  -2.62  2.17
H  -6.02  -0.74  1.22
H  -5.53  0.08  -1.05
H  -3.69  -0.92  -2.36
H  -3.84  -2.98  -3.62
H  -3.83  -2.66  -6.08
H  -1.72  -2.13  -7.24
H  0.39  -1.98  -5.99
H  0.39  -2.29  -3.51
S  0.53  2.51  0.32
Sb  0.83  4.79  0.37
C  2.91  5.07  0.06
C  3.79  4.87  1.12
C  5.15  5.01  0.91
C  5.63  5.34  -0.35
C  4.75  5.52  -1.41
C  3.38  5.38  -1.21
C  0.13  5.45  2.26
C  0.93  6.19  3.13
C  0.45  6.48  4.40
C  -0.81  6.04  4.79
C  -1.61  5.33  3.90
C  -1.14  5.02  2.64
C  -0.29  5.56  -1.25
C  -1.13  6.66  -1.08
C  -1.83  7.15  -2.17
C  -1.70  6.56  -3.41
C  -0.87  5.46  -3.58
C  -0.17  4.95  -2.50
H  3.41  4.61  2.10
H  5.84  4.88  1.74
H  6.69  5.47  -0.50
H  5.13  5.77  -2.39
H  2.69  5.53  -2.03
H  1.91  6.53  2.83
H  1.06  7.05  5.09
H  -1.17  6.26  5.78
H  -2.60  5.01  4.20
H  -1.74  4.46  1.94
H  -1.22  7.13  -0.11
H  -2.47  8.02  -2.05
H  -2.24  6.96  -4.26
H  -0.74  5.02  -4.56
H  0.48  4.09  -2.61

Summary:
- energy above the lowest of the compared OMol25 structures with the same formula, charge and spin (kJ/mol) = 114.22
- total charge = +3
- gap between HOMO and LUMO (eV) = 5.13
- F_max (Eh/bohr) = 0.057
- lowest unoccupied orbital energy (eV) = -8.6
- HOMO energy (eV) = -13.77
- multiplicity = 1

These are the Löwdin partial charges, in e, on atoms 1 to 2: 0.96, -0.07

---

(2)
Molecular formula: C19H45CoN7O21S2
Method: DFT, ωB97M-V/def2-TZVPD

Geometry (Å):
Co  -1.14  0.88  2.28
O  -0.34  2.48  1.23
C  0.13  1.98  0.02
C  -0.28  0.52  -0.46
O  -0.90  -0.33  0.53
H  1.22  1.96  0.05
H  0.00  2.72  -0.77
H  0.57  0.04  -0.94
H  -0.88  0.71  -1.34
C  1.05  -2.94  1.20
N  2.32  -3.51  1.60
O  2.76  -3.35  2.78
O  2.89  -4.30  0.89
H  1.23  -2.15  0.48
H  0.48  -2.58  2.05
H  0.50  -3.74  0.70
C  -0.01  2.08  -4.28
N  1.16  1.78  -5.17
O  1.71  2.77  -5.67
O  1.47  0.61  -5.33
H  0.31  2.26  -3.25
H  -0.65  1.20  -4.30
H  -0.61  2.90  -4.67
C  1.29  5.86  -0.14
N  1.23  7.08  0.66
O  0.67  7.06  1.74
O  1.67  8.08  0.13
H  0.65  5.13  0.37
H  2.36  5.65  -0.15
H  0.85  6.17  -1.09
C  -2.50  4.36  -2.32
N  -3.33  3.61  -3.37
O  -4.29  3.00  -2.89
O  -3.05  3.76  -4.56
H  -2.81  4.00  -1.34
H  -2.70  5.42  -2.38
H  -1.48  4.07  -2.58
C  3.88  0.14  -2.53
C  3.92  -0.54  -1.07
O  3.89  0.62  -0.21
S  4.25  2.08  -0.96
O  5.72  2.28  -1.07
O  3.46  3.25  -0.42
O  3.61  1.46  -2.35
H  3.08  -0.26  -3.15
H  4.87  -0.03  -2.95
H  4.77  -1.18  -0.83
H  2.95  -0.99  -0.86
C  -1.05  -1.94  -3.43
C  -1.70  -3.08  -2.72
O  -0.61  -3.69  -2.07
S  0.82  -3.59  -2.87
O  0.84  -4.70  -3.83
O  1.85  -3.46  -1.86
O  0.34  -2.08  -3.49
H  -1.25  -1.03  -2.86
H  -1.59  -1.85  -4.37
H  -2.14  -3.78  -3.43
H  -2.50  -2.80  -2.04
C  1.96  0.35  3.04
O  0.76  0.10  3.18
N  2.95  -0.15  3.81
C  4.28  0.21  3.35
C  2.77  -1.09  4.93
H  2.36  0.92  2.19
H  4.44  0.97  2.58
H  4.73  -0.70  2.95
H  4.88  0.43  4.24
H  1.74  -1.08  5.30
H  2.99  -2.10  4.57
H  3.45  -0.88  5.75
C  -2.10  -1.96  3.49
O  -2.00  -0.75  3.25
N  -1.43  -2.60  4.47
C  -0.94  -1.79  5.60
C  -1.14  -4.03  4.48
H  -2.52  -2.68  2.77
H  -1.62  -1.97  6.43
H  -0.91  -0.70  5.50
H  0.02  -2.14  5.98
H  -0.07  -4.20  4.44
H  -1.59  -4.65  5.26
H  -1.42  -4.54  3.55
C  -4.28  -2.03  0.16
O  -4.81  -2.96  0.77
N  -4.95  -1.36  -0.87
C  -4.35  -0.23  -1.59
C  -6.31  -1.67  -1.22
H  -3.31  -1.59  0.44
H  -3.44  0.09  -1.07
H  -5.00  0.63  -1.48
H  -4.07  -0.54  -2.60
H  -6.81  -2.20  -0.40
H  -6.98  -0.85  -1.51
H  -6.27  -2.30  -2.11

Summary:
- total charge = +1
- gap between HOMO and LUMO (spin up / spin down) (eV) = 8.43 / 5.03
- F_max (Eh/bohr) = 0.095
- lowest unoccupied orbital energy (spin up / spin down) (eV) = -3.3 / -6.7
- HOMO energy (spin up / spin down) (eV) = -11.78 / -11.78
- multiplicity = 5
- ⟨S²⟩ = 6.020

These are the Löwdin partial charges, in e, on atoms 1 to 2: 1.00, -0.15

---

(3)
Molecular formula: C4H8O2
Method: DFT, ωB97M-V/def2-TZVPD

Geometry (Å):
C  -0.26  -1.64  -0.33
C  -0.54  -0.33  0.46
O  0.54  -0.03  1.34
C  1.07  1.04  0.56
C  -0.23  1.26  -0.18
O  -0.28  1.23  -1.56
H  0.62  -1.54  -0.97
H  -0.04  -2.44  0.40
H  -1.10  -1.97  -0.94
H  -1.51  -0.42  0.98
H  1.87  0.70  -0.12
H  1.41  1.86  1.18
H  -0.94  1.93  0.29
H  -0.64  0.34  -1.08

Summary:
- energy above the lowest of the compared OMol25 structures with the same formula, charge and spin (kJ/mol) = 423.61
- gap between HOMO and LUMO (eV) = 10.80
- F_max (Eh/bohr) = 0.084
- lowest unoccupied orbital energy (eV) = 0.9
- HOMO energy (eV) = -9.85
- multiplicity = 1

These are the Löwdin partial charges, in e, on atoms 1 to 2: -0.04, -0.28

---

(4)
Molecular formula: C3H2N2O
Method: DFT, ωB97M-V/def2-TZVPD

Geometry (Å):
O  -1.83  0.52  1.65
C  -1.08  0.16  0.79
N  -0.80  0.85  -0.42
C  0.54  0.55  -0.77
C  0.73  -0.70  -0.20
N  -0.03  -0.93  0.84
H  0.93  0.94  -1.55
H  1.55  -1.39  -0.33

Summary:
- energy above the lowest of the compared OMol25 structures with the same formula, charge and spin (kJ/mol) = 182.59
- gap between HOMO and LUMO (eV) = 8.02
- SMILES string = O=C1N=CC=N1
- F_max (Eh/bohr) = 0.219
- lowest unoccupied orbital energy (eV) = -2.4
- HOMO energy (eV) = -10.37
- multiplicity = 1

These are the Löwdin partial charges, in e, on atoms 1 to 2: 0.17, -0.47

---

(5)
Molecular formula: C5H7PS
Method: DFT, ωB97M-V/def2-TZVPD

Geometry (Å):
C  -2.06  0.39  -0.31
C  -1.68  -0.97  -0.10
C  -1.04  1.26  -0.03
C  -0.37  -1.18  0.27
C  1.90  0.68  -0.26
P  0.35  0.41  0.80
S  2.73  -0.91  -0.42
H  -3.04  0.63  -0.43
H  -2.38  -1.75  -0.24
H  -1.12  2.28  0.07
H  0.05  -2.09  0.50
H  2.77  1.42  0.53
H  1.74  1.25  -1.17
H  2.14  -1.42  0.79

Summary:
- energy above the lowest of the compared OMol25 structures with the same formula, charge and spin (kJ/mol) = 219.77
- gap between HOMO and LUMO (eV) = 8.63
- F_max (Eh/bohr) = 0.091
- lowest unoccupied orbital energy (eV) = 0.1
- HOMO energy (eV) = -8.56
- multiplicity = 1

These are the Löwdin partial charges, in e, on atoms 1 to 2: -0.17, -0.18

---

(6)
Molecular formula: C3H14N2O
Method: DFT, ωB97M-V/def2-TZVPD

Geometry (Å):
C  1.39  -0.64  0.38
C  1.16  -0.20  -1.09
C  -0.38  0.02  -0.85
N  -1.02  1.13  -2.48
N  0.77  0.30  1.37
H  1.15  -1.58  0.70
H  2.55  -0.65  0.54
H  1.94  0.55  -1.33
H  1.38  -1.08  -1.70
H  -0.71  0.94  -0.37
H  -0.99  -0.82  -1.20
H  -1.92  1.53  -2.24
H  -1.37  0.57  -3.30
H  -0.65  2.02  -2.91
H  1.44  0.38  2.22
H  0.66  1.23  0.99
H  -0.25  -0.05  1.79
H  -1.68  -0.47  3.19
H  -1.55  -1.70  2.26
O  -1.40  -0.75  2.30

Summary:
- energy above the lowest of the compared OMol25 structures with the same formula, charge and spin (kJ/mol) = 317.25
- total charge = +2
- gap between HOMO and LUMO (eV) = 11.35
- F_max (Eh/bohr) = 0.133
- lowest unoccupied orbital energy (eV) = -9.0
- HOMO energy (eV) = -20.39
- multiplicity = 1

These are the Löwdin partial charges, in e, on atoms 1 to 2: -0.17, -0.11

---

(7)
Molecular formula: C16H20Br2NOSiZn
Method: DFT, ωB97M-V/def2-TZVPD

Geometry (Å):
Zn  0.00  1.44  -0.20
C  0.70  1.59  -3.35
Si  -0.21  -0.01  -3.01
C  0.92  -1.45  -3.40
C  -1.75  -0.06  -4.05
N  -0.54  0.05  -1.29
C  -1.08  -0.99  -0.53
C  -1.68  -2.14  -1.07
C  -2.19  -3.13  -0.25
C  -2.14  -3.02  1.13
C  -1.57  -1.90  1.70
C  -1.06  -0.92  0.87
O  -0.50  0.27  1.41
C  0.25  0.17  2.59
C  -0.17  0.87  3.70
C  0.62  0.84  4.84
C  1.81  0.12  4.86
C  2.21  -0.58  3.73
C  1.43  -0.56  2.58
H  1.08  1.58  -4.38
H  1.57  1.74  -2.70
H  0.05  2.46  -3.27
H  1.20  -1.44  -4.45
H  0.44  -2.42  -3.20
H  1.83  -1.41  -2.81
H  -1.49  0.15  -5.09
H  -2.47  0.69  -3.72
H  -2.25  -1.03  -4.04
H  -1.75  -2.24  -2.14
H  -2.64  -4.01  -0.70
H  -2.54  -3.80  1.76
H  -1.51  -1.78  2.78
H  -1.10  1.42  3.67
H  0.30  1.38  5.73
H  2.41  0.11  5.75
H  3.13  -1.15  3.74
H  1.71  -1.12  1.70
Br  2.10  2.49  0.84
C  1.51  4.24  0.23
Br  -0.27  4.06  -0.50
H  2.18  4.58  -0.56
H  1.48  4.89  1.08

Summary:
- energy above the lowest of the compared OMol25 structures with the same formula, charge and spin (kJ/mol) = 0.00
- total charge = +1
- gap between HOMO and LUMO (eV) = 6.42
- F_max (Eh/bohr) = 0.004
- lowest unoccupied orbital energy (eV) = -4.1
- HOMO energy (eV) = -10.56
- multiplicity = 1

These are the Löwdin partial charges, in e, on atoms 1 to 2: 0.54, -0.19

---

(8)
Molecular formula: CH2ClNOP2
Method: DFT, ωB97M-V/def2-TZVPD

Geometry (Å):
H  -0.91  0.58  2.00
N  -0.08  0.55  1.45
P  -0.10  -0.20  0.08
P  0.53  1.24  -1.34
H  0.97  0.29  -2.21
C  -0.56  -2.30  0.73
O  -1.49  -2.35  1.40
Cl  0.73  -3.39  0.47

Summary:
- energy above the lowest of the compared OMol25 structures with the same formula, charge and spin (kJ/mol) = 252.03
- gap between HOMO and LUMO (spin up / spin down) (eV) = 7.07 / 7.07
- SMILES string = [H]/N=P(=P\[H])\C(=O)Cl
- F_max (Eh/bohr) = 0.075
- lowest unoccupied orbital energy (spin up / spin down) (eV) = -1.4 / -1.4
- HOMO energy (spin up / spin down) (eV) = -8.51 / -8.51
- multiplicity = 1

These are the Löwdin partial charges, in e, on atoms 1 to 2: -0.04, -0.34

---

- Number 7 is which compound?
  C16H20Br2NOSiZn

---

- Which value of F_max does entry 7 give?
  0.004 Eh/bohr

---

- Among the records above, which one has the highest F_max?
  C3H2N2O

---

- Look up the multiplicity of the eighth one.
  1